45
Properties=species:S:1:pos:R:3:forces:R:3 method="wB97M-V/def2-TZVPD" e_lumo_ha=-0.1629 charge=+1 homo_lumo_gap_ev=8.227 total_energy_ha=-1770.60026 relative_energy_kcal_mol=0.0
Zr -1.16810 0.94954 -0.77533 1.141 1.834 1.260
O -2.62263 1.32748 -2.26340 -0.711 -0.145 -0.712
N -2.39867 0.25870 -2.89327 -0.225 -0.089 -0.114
O -1.73485 -0.54393 -2.16551 -0.423 -0.704 -0.721
C 2.43539 1.31248 -0.16567 0.203 0.054 0.095
Si 1.74435 1.62460 -1.88055 0.033 -0.250 0.126
C 3.00116 2.37975 -2.99652 0.082 0.310 -0.151
C 1.24506 -0.05443 -2.58793 0.036 0.001 -0.095
C 0.12721 2.52069 -1.59927 0.070 -0.454 0.194
H 3.18819 0.51765 -0.16939 -0.043 0.078 0.032
H 1.65620 1.03266 0.55575 0.018 -0.022 0.021
H 2.90807 2.21810 0.23010 -0.051 -0.097 -0.003
H 3.84882 1.69881 -3.11545 -0.039 0.057 0.001
H 3.37326 3.32674 -2.59435 -0.010 -0.080 -0.071
H 2.57828 2.57654 -3.98609 0.075 -0.017 0.059
H 2.11335 -0.60454 -2.96315 0.010 0.071 0.110
H 0.55942 0.05059 -3.43129 -0.008 -0.050 -0.033
H 0.78070 -0.72272 -1.85413 -0.051 -0.077 -0.059
H -0.30563 2.90698 -2.52647 -0.080 -0.027 -0.053
H 0.23574 3.34822 -0.89450 -0.033 0.066 0.064
C 1.16333 -3.43403 1.28942 0.070 -0.037 -0.059
C 0.93529 -2.27722 0.31649 0.035 0.015 0.022
P -0.32854 -1.08642 0.87510 -0.260 -0.252 0.335
C -1.83295 -2.12624 1.09144 -0.066 0.067 0.002
C -3.17459 -1.40108 0.97187 0.048 -0.046 -0.001
C 0.20084 -0.63721 2.57486 0.038 0.204 -0.054
C -0.39721 0.64205 3.16253 -0.045 -0.103 -0.010
H 1.89941 -4.11773 0.86778 -0.011 -0.015 0.032
H 0.25064 -4.00324 1.46886 0.020 0.022 -0.015
H 1.54745 -3.08868 2.24876 -0.006 0.001 -0.018
H 0.61298 -2.64808 -0.65869 -0.012 -0.026 -0.027
H 1.85689 -1.71470 0.14803 0.013 -0.018 0.012
H -1.75702 -2.59571 2.07194 0.026 -0.097 0.027
H -1.76474 -2.92157 0.34778 -0.025 -0.035 -0.044
H -3.26317 -0.58015 1.67977 0.008 0.075 0.031
H -3.99112 -2.09433 1.16897 0.009 -0.021 0.012
H -3.34580 -1.01454 -0.03569 0.030 0.051 -0.040
H 1.29031 -0.56183 2.53968 0.027 0.009 0.012
H -0.04071 -1.49422 3.20298 0.046 -0.061 0.051
H -0.14239 1.51980 2.57088 0.015 0.041 -0.053
H -0.00805 0.80108 4.16786 -0.008 -0.030 -0.013
H -1.48457 0.59247 3.23118 0.018 -0.007 -0.023
S -4.39293 3.54181 1.23847 0.066 0.018 0.026
C -3.17125 2.64762 0.89888 0.210 -0.314 0.021
N -2.22742 1.92826 0.63726 -0.240 0.099 -0.177